Record 1
ORCA calculation (ωB97M-V with the def2-TZVPD basis set) on 2 unconnected molecules or ions with the total composition C5H16N6O4PS.

```
33
Properties=species:S:1:pos:R:3:forces:R:3
N -3.0169 1.7687 1.3303 -0.1 0.0 0.0
N -1.6817 2.2052 1.2379 0.6 0.0 -0.1
C -0.7083 1.4466 1.7540 -0.5 -0.2 0.0
N -0.9133 0.3073 2.4532 0.4 0.2 0.4
C 0.2961 -0.1032 2.7796 0.2 -0.1 0.2
N 1.2509 0.6864 2.3017 -0.2 0.3 -0.2
N 0.6101 1.6888 1.6252 0.2 0.0 0.2
P -1.4156 3.7721 0.3984 -0.7 0.5 0.1
N -0.5656 4.6791 1.5343 -0.2 -0.5 0.1
O -0.1320 3.3226 -0.5234 0.1 -0.5 0.3
H -3.0917 0.8269 0.9598 0.0 0.0 0.0
H -3.3106 1.7496 2.3010 0.0 0.0 0.0
H 0.5800 -0.9600 3.3751 -0.3 -0.1 -0.1
H 2.2561 0.6386 2.3616 0.0 0.0 0.0
H 1.0989 2.4225 1.1319 0.0 -0.1 -0.3
H 0.1301 4.2094 2.1022 0.1 0.2 0.0
H -1.2235 5.1420 2.1536 0.1 0.3 -0.1
H -0.4365 2.6280 -1.1294 0.2 0.3 -0.2
O -0.1986 -2.5828 -3.7013 -0.1 0.0 0.0
S 0.5075 -3.2418 -2.6485 0.1 0.0 0.0
O -0.2094 -4.0087 -1.6790 -0.1 0.0 0.0
O 1.3796 -2.1363 -1.8768 0.1 -0.1 0.1
C 0.6698 -0.9830 -1.4105 -0.1 0.3 0.1
C -0.2007 -1.2707 -0.1989 0.0 -0.4 -0.4
C 1.8370 -4.1886 -3.2914 0.1 0.0 0.0
H 0.0786 -0.5631 -2.2277 0.0 -0.1 0.0
H 1.4458 -0.2560 -1.1660 0.1 -0.1 0.0
H -1.0054 -1.9560 -0.4603 0.0 0.0 0.0
H -0.6513 -0.3562 0.1679 0.0 0.1 -0.1
H 0.3689 -1.7440 0.6014 0.1 0.0 0.0
H 2.3927 -3.5819 -4.0007 0.0 0.0 0.0
H 1.3921 -5.0482 -3.7878 0.0 0.0 0.0
H 2.4666 -4.5133 -2.4676 0.0 0.0 0.0
```
Positions in Å, forces in eV/Å.

The value obtained for the maximum force is 0.9 eV/A. As for the total charge: +1. For the total energy, the calculation gives -1568.912958 a.u. For the frontier orbital gap, the calculation gives 9.820 eV.

Let us look at the natural (NBO) charges, expressed in e, one per atom: atom 1 (N): -0.61, atom 2 (N): -0.55, atom 3 (C): 0.57, atom 4 (N): -0.47, atom 5 (C): 0.29, atom 6 (N): -0.34, atom 7 (N): -0.38, atom 8 (P): 1.44, atom 9 (N): -1.15, atom 10 (O): -1.00, atom 11 (H): 0.37, atom 12 (H): 0.37, atom 13 (H): 0.25, atom 14 (H): 0.46, atom 15 (H): 0.47, atom 16 (H): 0.37, atom 17 (H): 0.41, atom 18 (H): 0.51, atom 19 (O): -0.93, atom 20 (S): 2.38, atom 21 (O): -0.93, atom 22 (O): -0.72, atom 23 (C): -0.08, atom 24 (C): -0.64, atom 25 (C): -0.89, atom 26 (H): 0.20, atom 27 (H): 0.18, atom 28 (H): 0.25, atom 29 (H): 0.18, atom 30 (H): 0.21, atom 31 (H): 0.26, atom 32 (H): 0.27, atom 33 (H): 0.26



Record 2
ORCA calculation (ωB97M-V with the def2-TZVPD basis set) on 2 unconnected molecules or ions with the total composition C5H16NO.

```
23
Properties=species:S:1:pos:R:3:forces:R:3
C 0.3522 -0.8125 -1.1121 0.5 -1.8 1.3
C 0.3830 0.3292 -0.0657 0.6 -0.5 0.0
C 1.2661 0.0843 1.1962 2.6 -0.5 -1.3
C 0.7988 -1.1892 1.9075 0.5 -0.2 -1.0
C 1.2033 1.2490 2.2556 0.2 -0.5 -3.4
N -0.7782 -0.7771 -2.0749 -1.6 0.9 2.3
H 1.2353 -0.8307 -1.6871 1.2 -0.2 -0.6
H 0.2026 -1.8282 -0.6713 0.6 1.0 0.2
H 0.6779 1.2918 -0.4755 -0.2 0.0 -0.4
H -0.6070 0.3428 0.2859 -1.7 0.7 0.6
H 2.3515 -0.0024 0.7111 -1.9 0.1 1.5
H 1.3730 -1.2174 2.8929 -1.4 -0.6 -1.2
H -0.2833 -0.9407 1.9063 0.3 -0.8 1.3
H 0.8865 -2.1329 1.2543 0.3 1.3 1.4
H 1.3622 2.1592 1.6728 -0.8 0.4 0.3
H 2.0443 1.2707 2.8844 0.9 -0.6 1.2
H 0.2694 1.1345 2.7603 -0.5 0.6 0.5
H -1.2184 -1.6295 -2.3973 0.4 -0.7 0.3
H -0.5558 -0.2637 -2.8681 0.3 1.5 -1.9
H -1.5141 -0.2495 -1.5568 -0.1 -0.1 -1.1
H -3.6214 0.9965 -2.8340 1.2 0.3 0.6
H -3.0616 1.8088 -1.6138 0.6 -1.1 -1.6
O -2.7663 1.2070 -2.3708 -1.8 0.7 1.1
```
Positions in Å, forces in eV/Å.

The energy above the lowest of the compared OMol25 structures with the same formula, charge and spin comes out at 154.4 kJ/mol. The value obtained for the maximum force is 3.5 eV/A. As for the total charge: +1. For the total energy, the calculation gives -329.822045 a.u. For the frontier orbital gap, the calculation gives 11.036 eV.

Let us look at the natural (NBO) charges, expressed in e, one per atom: atom 1 (C): -0.22, atom 2 (C): -0.43, atom 3 (C): -0.18, atom 4 (C): -0.62, atom 5 (C): -0.61, atom 6 (N): -0.66, atom 7 (H): 0.22, atom 8 (H): 0.22, atom 9 (H): 0.23, atom 10 (H): 0.19, atom 11 (H): 0.20, atom 12 (H): 0.25, atom 13 (H): 0.19, atom 14 (H): 0.20, atom 15 (H): 0.21, atom 16 (H): 0.23, atom 17 (H): 0.21, atom 18 (H): 0.44, atom 19 (H): 0.43, atom 20 (H): 0.47, atom 21 (H): 0.50, atom 22 (H): 0.50, atom 23 (O): -0.99



Record 3
ORCA calculation (ωB97M-V with the def2-TZVPD basis set) on 2 unconnected molecules or ions with the total composition C5H16NO.

```
23
Properties=species:S:1:pos:R:3:forces:R:3
C 0.6150 2.0623 2.7237 -0.4 -2.9 -0.7
C -0.1193 1.5692 1.4377 1.9 -0.7 0.4
N -0.3297 0.0292 1.3957 -0.8 1.6 0.3
H 0.9590 3.0582 2.4828 -0.4 0.5 0.8
H -0.0681 1.8055 3.5895 1.0 1.2 -0.6
H 1.5398 1.4469 2.8197 -0.5 0.4 0.2
H -1.0542 2.0724 1.3785 -0.9 0.0 -0.5
H 0.5295 1.7258 0.5665 -0.5 0.3 0.1
H 0.5623 -0.4288 1.5180 0.3 -0.3 -0.1
H -0.7941 -0.2287 0.4995 0.0 -0.1 -0.1
H -0.9483 -0.2615 2.1498 0.0 -0.1 0.1
C -0.0242 -2.4074 -1.4676 0.9 0.6 -1.2
C -0.3427 -0.9781 -1.9736 -0.9 0.4 0.9
C 0.7795 0.0770 -1.7902 -0.4 -2.6 -0.9
O -1.5088 -0.4659 -1.2093 1.0 -0.1 0.7
H -0.8020 -3.0787 -1.8291 -0.1 -0.1 0.5
H 0.1111 -2.4098 -0.3775 -0.3 -0.2 -0.3
H 0.9195 -2.8002 -1.9230 -0.6 0.5 0.4
H -0.7610 -0.9731 -2.9714 0.7 -0.3 -0.6
H 1.4673 -0.0935 -2.6428 0.0 0.4 0.8
H 1.2365 -0.1482 -0.8238 0.5 0.4 -0.2
H 0.3382 1.0377 -1.8372 -0.2 1.0 0.0
H -2.3053 -0.6103 -1.7157 -0.3 -0.1 0.0
```
Positions in Å, forces in eV/Å.

The energy above the lowest of the compared OMol25 structures with the same formula, charge and spin comes out at 100.6 kJ/mol. The value obtained for the maximum force is 3.0 eV/A. As for the total charge: +1. For the total energy, the calculation gives -329.842520 a.u. For the frontier orbital gap, the calculation gives 11.295 eV.

Let us look at the natural (NBO) charges, expressed in e, one per atom: atom 1 (C): -0.63, atom 2 (C): -0.21, atom 3 (N): -0.71, atom 4 (H): 0.26, atom 5 (H): 0.23, atom 6 (H): 0.21, atom 7 (H): 0.23, atom 8 (H): 0.22, atom 9 (H): 0.43, atom 10 (H): 0.48, atom 11 (H): 0.43, atom 12 (C): -0.64, atom 13 (C): 0.10, atom 14 (C): -0.63, atom 15 (O): -0.80, atom 16 (H): 0.24, atom 17 (H): 0.19, atom 18 (H): 0.24, atom 19 (H): 0.19, atom 20 (H): 0.25, atom 21 (H): 0.17, atom 22 (H): 0.23, atom 23 (H): 0.50



Record 4
ORCA calculation (ωB97M-V with the def2-TZVPD basis set) on 3 unconnected molecules or ions with the total composition C5H16NO2.

```
24
Properties=species:S:1:pos:R:3:forces:R:3
C 0.3230 1.4335 -0.2701 -0.6 2.3 -0.6
C -0.3474 0.5604 0.7447 0.6 -0.5 -0.9
N -1.0312 -0.5866 -0.0307 -1.2 0.3 0.0
C -0.3178 -1.8520 0.2462 0.0 -2.4 -0.2
C 0.5911 -1.6712 1.4693 0.8 -0.4 -0.8
C 0.4737 -0.2102 1.7743 0.7 2.1 2.1
H 0.5651 2.4415 0.0679 0.5 -0.5 1.1
H -0.4306 1.8952 -0.9355 -0.1 -1.0 -0.4
H 1.2011 1.1669 -0.8586 -0.2 -0.8 0.3
H -1.0887 1.1523 1.2970 -0.2 -0.3 -0.6
H -1.1500 -0.5284 -1.0720 0.3 0.5 0.9
H -2.0039 -0.5999 0.2802 0.1 -0.4 0.2
H -0.9949 -2.7082 0.3927 -0.2 0.7 0.0
H 0.2020 -2.1458 -0.6845 0.1 0.5 0.6
H 0.4606 -2.3444 2.3238 -0.8 0.3 -0.3
H 1.6113 -1.9349 1.1768 0.0 0.3 -0.2
H 1.4498 0.2645 1.9630 -0.1 -0.1 -0.6
H -0.0010 0.0450 2.7374 -0.1 -0.8 -0.2
H -2.8386 -1.8683 -2.6268 -0.3 0.0 -0.2
H -1.3432 -2.0174 -2.9805 -0.6 0.1 0.5
O -1.9604 -1.7981 -2.2519 0.9 -0.1 -0.5
H 2.0187 4.1166 -0.1573 1.4 0.4 0.0
H 2.6748 3.5007 -1.6039 0.1 0.8 1.3
O 1.9363 3.6887 -1.0016 -1.2 -0.8 -1.4
```
Positions in Å, forces in eV/Å.

The energy above the lowest of the compared OMol25 structures with the same formula, charge and spin comes out at 110.5 kJ/mol. The value obtained for the maximum force is 3.1 eV/A. As for the total charge: +1. For the total energy, the calculation gives -405.078060 a.u. For the frontier orbital gap, the calculation gives 11.341 eV.

Let us look at the natural (NBO) charges, expressed in e, one per atom: atom 1 (C): -0.69, atom 2 (C): -0.04, atom 3 (N): -0.53, atom 4 (C): -0.23, atom 5 (C): -0.44, atom 6 (C): -0.45, atom 7 (H): 0.28, atom 8 (H): 0.24, atom 9 (H): 0.24, atom 10 (H): 0.23, atom 11 (H): 0.48, atom 12 (H): 0.43, atom 13 (H): 0.25, atom 14 (H): 0.22, atom 15 (H): 0.25, atom 16 (H): 0.24, atom 17 (H): 0.25, atom 18 (H): 0.23, atom 19 (H): 0.50, atom 20 (H): 0.50, atom 21 (O): -0.98, atom 22 (H): 0.50, atom 23 (H): 0.51, atom 24 (O): -1.00



Record 5
ORCA calculation (ωB97M-V with the def2-TZVPD basis set) on 4 unconnected molecules or ions with the total composition C5H16NO5.

```
27
Properties=species:S:1:pos:R:3:forces:R:3
C -1.0832 -2.0731 0.4497 1.0 0.8 -0.8
C -0.1584 -0.8538 0.7730 1.4 -1.5 1.3
C 1.2967 -1.2582 0.9081 1.8 -4.1 -1.3
C 1.9675 -1.8688 -0.4394 0.6 2.1 2.0
N -0.4087 -0.2840 2.0729 -0.8 1.5 0.0
C -0.4178 1.1387 2.3441 -2.5 -1.2 -0.2
O -0.7887 1.4679 3.4921 1.0 0.0 -0.3
O -0.3120 1.8208 1.3004 1.0 1.0 -0.5
H -1.2762 -2.7726 1.2647 0.0 0.4 0.2
H -0.5931 -2.6460 -0.3452 -0.1 -0.1 0.1
H -1.9875 -1.6911 -0.0139 -0.4 -0.1 0.3
H -0.1017 -0.2123 -0.0931 -1.0 1.0 0.2
H 1.3554 -2.1903 1.5373 -0.3 0.9 0.2
H 1.9842 -0.5486 1.3868 -0.6 0.2 -0.4
H 2.2543 -0.9745 -1.0187 -0.2 -0.7 -0.5
H 1.3044 -2.5540 -0.9230 -0.3 -0.2 -0.6
H 2.8826 -2.4080 -0.1425 -0.3 0.2 -0.2
H -0.7072 -0.8843 2.8184 0.0 -0.1 0.0
H -0.5128 2.0720 -1.9421 0.0 0.5 0.2
H 0.5439 2.3907 -2.9935 0.0 0.0 0.5
O -0.1794 1.7923 -2.7881 0.4 -0.6 -1.5
H -2.8774 1.0002 -1.3929 -0.2 0.1 -0.1
H -1.6286 0.3688 -1.8837 0.2 0.0 -0.4
O -2.3980 0.8454 -2.2176 -0.7 -0.4 0.9
H 0.3754 4.1813 -0.8221 0.2 -0.2 0.0
H 0.6075 2.7724 -0.3030 0.0 -0.2 0.5
O 0.8587 3.3690 -1.0287 0.0 0.7 0.4
```
Positions in Å, forces in eV/Å.

The energy above the lowest of the compared OMol25 structures with the same formula, charge and spin comes out at 24.9 kJ/mol. The value obtained for the maximum force is 4.7 eV/A. As for the total charge: -1. For the total energy, the calculation gives -631.121135 a.u. For the frontier orbital gap, the calculation gives 8.005 eV.

Let us look at the natural (NBO) charges, expressed in e, one per atom: atom 1 (C): -0.61, atom 2 (C): -0.06, atom 3 (C): -0.36, atom 4 (C): -0.63, atom 5 (N): -0.72, atom 6 (C): 0.89, atom 7 (O): -0.78, atom 8 (O): -0.86, atom 9 (H): 0.20, atom 10 (H): 0.19, atom 11 (H): 0.21, atom 12 (H): 0.21, atom 13 (H): 0.16, atom 14 (H): 0.22, atom 15 (H): 0.20, atom 16 (H): 0.19, atom 17 (H): 0.19, atom 18 (H): 0.38, atom 19 (H): 0.49, atom 20 (H): 0.47, atom 21 (O): -0.97, atom 22 (H): 0.46, atom 23 (H): 0.47, atom 24 (O): -0.93, atom 25 (H): 0.47, atom 26 (H): 0.52, atom 27 (O): -0.99



Record 6
ORCA calculation (ωB97M-V with the def2-TZVPD basis set) on 2 unconnected molecules or ions with the total composition C5H16NOS.

```
24
Properties=species:S:1:pos:R:3:forces:R:3
C -0.5244 -2.8420 0.2950 0.6 1.0 -0.3
C -0.8425 -1.3496 0.1119 -1.3 -0.3 -0.2
C -0.8247 -0.5860 1.4581 0.9 -0.4 -1.1
C -0.1359 0.7606 1.4079 -1.0 1.6 1.4
S 1.6316 0.6896 1.1498 1.3 -0.9 0.3
C 2.2618 1.8799 -0.0887 0.0 0.0 0.2
N -0.0108 -0.7862 -1.0826 -0.7 -0.4 1.6
H -1.0057 -3.4184 -0.4921 0.5 -0.3 -0.1
H -0.8263 -3.2494 1.2485 -0.6 0.2 0.2
H 0.5724 -2.8985 0.3700 -0.2 -0.4 -0.6
H -1.8424 -1.2101 -0.3445 0.3 -0.3 0.5
H -1.8794 -0.5089 1.7376 0.3 0.2 0.3
H -0.2925 -1.1981 2.1981 -0.3 0.1 -0.1
H -0.5927 1.4847 0.7504 -0.2 0.1 -0.6
H -0.3080 1.2209 2.4110 0.3 -0.3 -0.6
H 3.1659 2.3504 0.3165 -0.4 -0.1 0.3
H 1.5267 2.6683 -0.2820 0.2 -0.4 -0.4
H 2.6332 1.2921 -0.9398 -0.6 0.5 -0.1
H -0.4422 0.0957 -1.3701 0.2 0.2 -0.4
H 0.9529 -0.6046 -0.7870 0.3 -0.1 0.0
H -0.1158 -1.5070 -1.7917 0.4 0.3 -0.4
H -0.5182 2.9412 -2.5706 0.0 0.4 -0.3
H -1.7259 2.5215 -1.7032 -0.2 0.3 -0.1
O -0.8573 2.2537 -2.0027 0.2 -0.9 0.5
```
Positions in Å, forces in eV/Å.

The energy above the lowest of the compared OMol25 structures with the same formula, charge and spin comes out at 43.8 kJ/mol. The value obtained for the maximum force is 2.4 eV/A. As for the total charge: +1. For the total energy, the calculation gives -728.036477 a.u. For the frontier orbital gap, the calculation gives 9.362 eV.

Let us look at the natural (NBO) charges, expressed in e, one per atom: atom 1 (C): -0.65, atom 2 (C): -0.02, atom 3 (C): -0.43, atom 4 (C): -0.57, atom 5 (S): 0.17, atom 6 (C): -0.74, atom 7 (N): -0.71, atom 8 (H): 0.23, atom 9 (H): 0.26, atom 10 (H): 0.23, atom 11 (H): 0.20, atom 12 (H): 0.25, atom 13 (H): 0.23, atom 14 (H): 0.23, atom 15 (H): 0.25, atom 16 (H): 0.25, atom 17 (H): 0.24, atom 18 (H): 0.22, atom 19 (H): 0.46, atom 20 (H): 0.45, atom 21 (H): 0.44, atom 22 (H): 0.50, atom 23 (H): 0.49, atom 24 (O): -0.98